Computed, not measured: C16H15ClN2O6S in the gas phase, with wB97M-V/def2-TZVPD.

## Properties
DFT total energy, Ha: -2038.06319
E_HOMO, eV: -9.03
Frontier orbital gap, eV: 9.4
SMILES: COC(=O)COc1ccc(S(=O)(=O)Nc2ccc(C(N)=O)cc2)cc1Cl

Geometry as XYZ:
```
41
C16H15ClN2O6S (wB97M-V/def2-TZVPD)
C -5.372 -0.010 1.599
H -4.783 0.711 2.168
H -5.676 -0.834 2.246
H -6.242 0.481 1.166
O -4.583 -0.500 0.521
C -4.073 -1.719 0.628
O -4.227 -2.464 1.558
C -3.258 -2.089 -0.613
O -2.872 -0.988 -1.396
C -2.051 -0.059 -0.861
C -1.474 -0.126 0.405
C -0.636 0.885 0.847
C -0.374 1.963 0.030
C -0.933 2.060 -1.231
C -1.771 1.055 -1.672
Cl -2.489 1.142 -3.228
H -0.731 2.923 -1.843
S 0.795 3.219 0.534
O 1.063 3.088 1.931
O 0.416 4.493 0.009
N 2.161 2.781 -0.348
C 2.621 1.469 -0.360
C 3.049 0.872 -1.544
C 3.497 -0.433 -1.537
C 3.539 -1.165 -0.354
C 3.109 -0.564 0.826
C 2.653 0.739 0.826
H 2.328 1.214 1.737
H 3.101 -1.121 1.752
C 4.014 -2.577 -0.420
O 3.877 -3.269 -1.407
N 4.607 -3.043 0.708
H 4.856 -2.438 1.469
H 4.990 -3.974 0.689
H 3.818 -0.910 -2.450
H 3.027 1.436 -2.465
H 2.191 3.259 -1.236
H -0.195 0.850 1.830
H -1.674 -0.962 1.055
H -3.896 -2.696 -1.264
H -2.400 -2.700 -0.305
```

Atom charges from the Mulliken analysis, given in e for atoms 1 to 4:
1. C -0.729
2. H 0.264
3. H 0.350
4. H 0.233